{
  "formula": "C17H29INO2P2Re",
  "method": "wB97M-V/def2-TZVPD",
  "charge": 1,
  "energy_ev": -52486.229,
  "multiplicity": 4,
  "species": ["C", "C", "N", "C", "C", "C", "C", "P", "Re", "P", "C", "C", "C", "C", "C", "C", "C", "O", "O", "H", "H", "H", "C", "C", "H", "H", "H", "H", "C", "C", "H", "H", "H", "H", "H", "H", "H", "H", "H", "H", "H", "H", "H", "H", "H", "H", "H", "H", "H", "H", "H", "H", "I"],
  "coordinates": [[-0.85, 3.89, -1.76], [-0.92, 2.52, -1.38], [0.00, 2.07, -0.48], [0.86, 2.86, 0.14], [0.87, 4.27, -0.12], [-0.02, 4.77, -1.10], [-1.87, 1.62, -1.81], [-2.10, 0.11, -0.93], [-0.09, -0.10, -0.01], [1.96, 0.46, 0.96], [1.83, 2.25, 1.21], [0.01, -2.15, 0.35], [-1.08, -2.80, 0.99], [-1.05, -4.19, 1.08], [0.00, -4.93, 0.58], [1.06, -4.26, -0.03], [1.08, -2.90, -0.16], [-0.88, 0.60, -4.68], [0.73, -1.48, -3.06], [-1.45, 4.22, -2.59], [1.54, 4.95, 0.49], [0.03, 5.82, -1.35], [-3.69, 0.54, -0.09], [-2.71, -1.30, -1.98], [2.85, 2.71, 1.10], [1.43, 2.51, 2.23], [-1.27, 0.95, -3.90], [-2.74, 2.02, -2.39], [2.44, -0.18, 2.61], [3.53, 0.34, 0.04], [-1.88, -2.22, 1.42], [-1.89, -4.68, 1.57], [-0.01, -6.03, 0.66], [1.91, -4.85, -0.41], [1.95, -2.38, -0.60], [0.33, -0.48, -1.58], [0.09, -2.28, -3.15], [0.29, -0.79, -3.51], [-0.07, 1.18, -4.85], [1.22, -0.05, -1.15], [-4.40, 0.84, -0.88], [-4.11, -0.31, 0.49], [-3.52, 1.39, 0.59], [-3.57, -0.93, -2.57], [-1.92, -1.65, -2.66], [-3.03, -2.13, -1.33], [4.33, 0.86, 0.57], [3.79, -0.71, -0.08], [3.39, 0.78, -0.95], [3.39, 0.30, 2.91], [1.64, 0.03, 3.34], [2.58, -1.27, 2.51], [-1.15, 0.70, 2.43]]
}